Version 1
The following is a quantum chemistry calculation of a 2-piece molecular cluster, C9H16N2O2 overall, from the OMol25 dataset.

Values from the calculation:
SMILES string: O=c1cc[nH]c(=O)[nH]1.CC(C)(C)C
LUMO, eV: 0.4
Molar mass, g mol⁻¹: 184.2
HOMO, eV: -10.0
Orbital gap, eV: 10.352

```
! wB97M-V def2-TZVPD RIJCOSX def2/J DEFGRID3
* xyz 0 1
H -2.794 -0.660 -0.161
H -3.606 -0.443 -1.983
H -3.774 1.017 -0.854
H -1.250 0.419 0.405
H 0.086 1.131 -0.378
H 1.235 -2.326 1.290
C 3.258 0.384 1.480
H -1.380 1.923 -0.241
H 0.211 -1.092 -2.123
H -1.386 2.090 -2.714
H -1.635 0.662 -3.929
N 1.579 -1.455 1.698
C 2.769 -1.022 1.080
H 2.961 1.825 2.946
N 1.737 0.115 3.332
C -1.561 0.304 -1.614
H -1.590 -1.984 -2.081
O 3.146 -1.536 0.019
C -3.069 0.098 -1.206
H 3.888 0.995 0.897
C -1.285 0.994 -2.982
C -0.859 -1.131 -1.654
H 1.274 0.691 4.100
H -0.145 1.059 -3.053
C 1.043 -0.959 2.818
C -0.994 0.996 -0.394
O 0.122 -1.540 3.397
C 2.656 0.906 2.471
H -0.638 -1.460 -0.566
*
```

---

Version 2
The following is a quantum chemistry calculation of a 2-piece molecular cluster, C9H16N2O2 overall, from the OMol25 dataset.

Values from the calculation:
SMILES string: O=c1cc[nH]c(=O)[nH]1.CCCCC
LUMO, eV: 0.3
Molar mass, g mol⁻¹: 184.2
HOMO, eV: -9.3
Orbital gap, eV: 9.587

```
! wB97M-V def2-TZVPD RIJCOSX def2/J DEFGRID3
* xyz 0 1
H -4.696 -0.498 0.043
H 3.842 -0.865 1.268
C -3.041 0.645 -0.275
O -3.684 1.644 -0.423
C 4.391 -1.705 -0.541
H 0.307 2.384 0.099
O 0.301 -0.776 -0.416
C 2.554 1.545 0.639
C -3.032 -1.735 0.496
H 4.432 -1.674 -1.664
H 3.772 -2.622 -0.288
N -3.657 -0.558 0.024
H -1.091 -2.668 0.794
C 4.000 -0.492 0.262
H -3.817 -2.415 0.922
H 4.709 0.422 0.476
H 5.620 -1.801 -0.303
C 1.422 2.671 0.205
H 1.843 -0.482 -0.088
H 1.611 3.437 0.936
H -1.034 1.307 -0.317
C -1.698 -1.827 0.507
C -0.903 -0.679 -0.056
H 1.731 3.118 -0.833
H 3.518 2.128 0.636
C 2.707 0.238 -0.232
H 2.473 1.052 1.653
N -1.652 0.529 -0.223
H 2.611 0.474 -1.255
*
```

---

Most stable of them? version 2.

---

Version 1
The following is a quantum chemistry calculation of C7H6O3 in the gas phase, from the OMol25 dataset.

Values from the calculation:
SMILES string: O=Cc1c(O)cccc1O
LUMO, eV: 0.0
Molar mass, g mol⁻¹: 138.1
HOMO, eV: -8.7
Orbital gap, eV: 8.679

```
! wB97M-V def2-TZVPD RIJCOSX def2/J DEFGRID3
* xyz 0 1
H 1.693 -2.397 0.013
C -1.889 -1.231 -0.077
H -2.669 0.998 -0.057
O -1.925 1.649 -0.034
C 0.424 1.838 -0.098
H -1.776 -2.291 -0.122
H 0.327 2.926 -0.122
H 2.778 -0.810 0.171
O -3.029 -0.766 0.166
C 0.630 -0.979 0.092
H 2.637 1.708 0.062
C -0.638 -0.388 0.003
C -0.755 1.049 -0.044
C 1.658 1.183 0.022
C 1.779 -0.217 0.195
O 0.755 -2.271 -0.170
*
```

---

Version 2
The following is a quantum chemistry calculation of C7H6O3 in the gas phase, from the OMol25 dataset.

Values from the calculation:
LUMO (alpha / beta), eV: -0.8 / -0.5
Molar mass, g mol⁻¹: 138.1
HOMO (alpha / beta), eV: -7.4 / -8.2
Orbital gap (alpha / beta), eV: 6.588 / 7.637

```
! wB97M-V def2-TZVPD RIJCOSX def2/J DEFGRID3
* xyz 0 1
C 0.327 0.670 -0.703
H 2.785 1.073 -1.218
C -3.126 -0.279 0.323
C -1.062 0.193 -0.444
H -4.169 -0.311 0.504
C -2.456 0.438 -0.640
C 3.638 -0.372 0.440
O -0.951 -0.623 0.570
H -2.314 -1.572 1.953
H 0.431 1.402 -1.484
C 2.596 0.327 -0.433
H 3.277 -1.033 1.115
O 4.859 -0.261 0.446
H -2.938 1.112 -1.395
C -2.219 -0.971 1.012
O 1.322 0.207 -0.047
*
```

---

Version 3
The following is a quantum chemistry calculation of C7H6O3 in the gas phase, from the OMol25 dataset.

Values from the calculation:
SMILES string: O=C(O)/C=C\c1ccco1
LUMO, eV: -0.1
Molar mass, g mol⁻¹: 138.1
HOMO, eV: -8.7
Orbital gap, eV: 8.604

```
! wB97M-V def2-TZVPD RIJCOSX def2/J DEFGRID3
* xyz 0 1
H 0.159 2.597 -0.320
H 2.365 1.935 -0.328
C -2.314 0.854 0.363
O 1.513 -0.894 0.997
H 2.159 -1.545 1.095
C 0.239 1.476 -0.033
C 2.208 -0.101 0.116
H -2.738 1.743 0.709
O -0.782 -0.674 -0.486
C -3.042 -0.310 -0.031
H -2.104 -2.258 -0.485
O 3.149 -0.541 -0.565
H -4.028 -0.550 0.231
C -2.097 -1.206 -0.356
C 1.512 1.142 -0.192
C -0.982 0.636 0.056
*
```

---

Most stable of them? version 1.

---

Version 1
The following is a quantum chemistry calculation of a 2-piece molecular cluster, C5H15N2O overall, from the OMol25 dataset.

Values from the calculation:
LUMO, eV: -3.5
Molar mass, g mol⁻¹: 119.2
HOMO, eV: -10.9
Orbital gap, eV: 7.340

```
! wB97M-V def2-TZVPD RIJCOSX def2/J DEFGRID3
* xyz 1 1
H -1.175 -0.146 -2.468
H 0.168 2.215 1.521
H -1.787 -1.049 -1.091
H 0.486 2.511 4.546
H -0.342 -1.453 1.430
C 0.341 -0.931 -1.088
C -0.251 -0.369 1.358
H 1.114 -0.593 -1.778
H -1.760 -2.082 -3.471
H -1.320 -3.072 -2.186
H 0.591 -1.891 -0.632
H 1.278 1.529 -1.106
H 1.474 3.049 0.859
N 0.794 2.326 0.738
C -0.991 -0.995 -1.822
H -0.179 -2.368 -3.159
H 0.437 0.012 2.104
N -1.087 -2.237 -2.720
C 0.809 1.299 -0.156
H 1.670 2.110 3.636
H -1.208 0.016 1.729
O 0.714 2.013 3.749
C 0.223 0.106 0.008
*
```

---

Version 2
The following is a quantum chemistry calculation of a 2-piece molecular cluster, C5H15N2O overall, from the OMol25 dataset.

Values from the calculation:
LUMO, eV: -3.1
Molar mass, g mol⁻¹: 119.2
HOMO, eV: -11.1
Orbital gap, eV: 8.016

```
! wB97M-V def2-TZVPD RIJCOSX def2/J DEFGRID3
* xyz 1 1
H -0.207 -1.140 -1.201
C 0.681 1.260 0.264
H -0.132 -0.309 -2.660
C 0.434 -1.023 1.426
H 2.272 -0.152 0.495
H 1.859 0.587 1.911
H 1.555 1.903 0.084
H 0.041 1.816 0.952
H 1.172 -0.496 -1.571
H -1.435 -2.638 2.785
N 0.169 -0.333 -1.691
H 0.326 -0.309 3.415
C -0.024 -1.040 2.698
H -1.772 0.624 -4.624
O -1.412 1.320 -4.021
H -1.085 -1.992 4.220
H -1.162 0.736 -0.594
C -0.156 0.955 -0.949
H 0.230 -1.843 0.758
N -0.826 -1.989 3.246
H -1.691 2.124 -4.454
H -0.201 1.848 -1.564
C 1.364 0.092 1.074
*
```

---

Most stable of them? version 1.